Record 1
{"formula": "C4H6N2O", "method": "the ωB97M-V functional and the def2-TZVPD basis", "relative_energy_ev": 4.400, "homo_lumo_gap_ev": 9.249, "lumo_ha": 0.0135, "symbols": ["C", "O", "C", "C", "N", "C", "N", "H", "H", "H", "H", "H", "H"], "coordinates": [[-1.09601, -2.13478, 0.24062], [-0.36475, -1.26918, 1.10397], [0.14841, -0.18171, 0.53392], [0.92891, 0.77741, 1.39721], [1.18935, 1.68053, 0.46646], [0.60445, 1.41535, -0.85185], [0.04467, 0.11485, -0.72371], [-1.94852, -1.60800, -0.19958], [-1.43905, -2.96520, 0.86025], [-0.44978, -2.49552, -0.56463], [-0.25130, 2.25796, -1.14344], [1.79923, 2.46171, 0.65268], [0.83440, 1.94659, -1.77190]], "lowdin_charge": [-0.07, -0.07, -0.42, 0.05, -0.02, -0.24, 0.11, 0.09, 0.09, 0.09, 0.17, 0.12, 0.10]}


Record 2
{"formula": "C4H6N2O", "method": "the ωB97M-V functional and the def2-TZVPD basis", "relative_energy_ev": 3.436, "homo_lumo_gap_ev": 9.899, "lumo_ha": 0.0146, "symbols": ["C", "C", "O", "C", "N", "C", "N", "H", "H", "H", "H", "H", "H"], "coordinates": [[1.31170, -1.36678, 1.17478], [0.70682, -0.13540, 0.53229], [-0.72410, -0.30778, 0.65939], [-1.64810, 0.25786, -0.07435], [-1.15342, 1.22072, -0.93701], [-1.97009, 1.47790, -1.98724], [-2.66991, 1.59482, -2.90194], [1.04596, -2.25755, 0.59697], [2.40182, -1.29577, 1.22717], [0.91295, -1.48323, 2.18633], [0.99228, -0.06329, -0.52592], [0.99062, 0.78897, 1.04789], [-0.19653, 1.56953, -0.99835]], "lowdin_charge": [-0.07, -0.24, -0.10, -0.07, 0.01, -0.31, 0.15, 0.09, 0.08, 0.08, 0.12, 0.13, 0.13]}


Record 3
{"formula": "C4H6N2O", "method": "the ωB97M-V functional and the def2-TZVPD basis", "relative_energy_ev": 4.439, "homo_lumo_gap_ev": 8.892, "lumo_ha": 0.0297, "smiles": "C/N=c1\\cc[nH]o1", "symbols": ["C", "N", "C", "C", "C", "N", "O", "H", "H", "H", "H", "H", "H"], "coordinates": [[2.42578, -0.08788, -0.01362], [1.23325, -0.81681, -0.15741], [-0.01119, -0.43656, -0.27847], [-0.66343, 0.89227, -0.15262], [-1.98054, 0.62564, -0.07181], [-2.21771, -0.76510, -0.18159], [-1.03953, -1.43262, -0.04209], [2.33777, 1.04504, 0.03527], [2.82191, -0.36550, 1.08737], [3.19244, -0.50294, -0.84046], [-0.17862, 1.90350, -0.14606], [-3.02181, 1.05984, 0.20077], [-2.89831, -1.11889, 0.56072]], "lowdin_charge": [-0.20, -0.03, -0.28, -0.02, -0.11, -0.07, -0.03, 0.07, 0.11, 0.11, 0.12, 0.15, 0.17]}


Record 4
{"formula": "C4H6N2O", "method": "the ωB97M-V functional and the def2-TZVPD basis", "relative_energy_ev": 2.158, "homo_lumo_gap_ev": 8.501, "lumo_ha": 0.0227, "smiles": "[H]/N=C1\\CC=C(O)N1", "symbols": ["H", "N", "C", "C", "C", "C", "O", "N", "H", "H", "H", "H", "H"], "coordinates": [[-2.94358, -0.03395, -0.32897], [-2.27682, -0.80071, -0.21987], [-1.09598, -0.33320, -0.16727], [-0.56674, 1.05505, 0.03291], [0.93235, 0.95909, -0.06868], [1.20452, -0.35477, 0.02912], [2.35572, -1.05136, 0.09925], [0.03722, -1.10020, 0.12790], [-1.04048, 0.70254, 1.03471], [-1.04072, 1.95243, -0.37299], [1.66576, 1.75602, -0.17414], [3.10473, -0.44599, 0.00999], [-0.00865, -2.10119, 0.11454]], "lowdin_charge": [0.05, 0.09, -0.48, -0.10, -0.04, -0.40, 0.09, 0.13, 0.16, 0.12, 0.10, 0.12, 0.15]}


Record 5
{"formula": "C4H6N2O", "method": "the ωB97M-V functional and the def2-TZVPD basis", "relative_energy_ev": 4.945, "homo_lumo_gap_ev": [8.350, 8.348], "lumo_ha": [0.0206, 0.0206], "symbols": ["C", "C", "C", "C", "N", "N", "O", "H", "H", "H", "H", "H", "H"], "coordinates": [[2.45181, -1.17406, 0.95770], [-0.57267, 0.53071, -0.47662], [-0.33364, 2.96699, -0.15628], [-1.10655, -1.82501, -0.45766], [1.72112, -2.01844, 1.16454], [-0.62559, 1.71995, -0.12809], [-1.34262, -0.47130, -0.03554], [0.39953, 3.41630, 0.51003], [-0.79422, 3.71748, -0.87330], [3.18474, -0.39358, 1.02162], [-2.07883, -2.32838, -0.45202], [-0.36230, -2.28830, 0.31822], [-0.54080, -1.85236, -1.39260]], "lowdin_charge": [-0.06, -0.16, -0.04, -0.09, 0.07, -0.01, -0.14, 0.06, 0.08, 0.06, 0.08, 0.07, 0.08]}


Record 6
{"formula": "C4H6N2O", "method": "the ωB97M-V functional and the def2-TZVPD basis", "relative_energy_ev": 6.576, "homo_lumo_gap_ev": 9.278, "lumo_ha": 0.0077, "symbols": ["C", "O", "C", "N", "N", "C", "C", "H", "H", "H", "H", "H", "H"], "coordinates": [[0.74499, 1.27712, -1.14021], [-0.33617, 0.70254, -1.89777], [-0.63315, -0.54787, -1.63012], [-0.06407, -1.39046, -0.95088], [0.10488, -2.31243, -0.12453], [-0.81420, -0.30234, 2.06356], [-0.98661, 0.79690, 2.52475], [0.83677, 2.30853, -1.48127], [0.50706, 1.23993, -0.07241], [1.66890, 0.72573, -1.34530], [0.76424, -2.98634, -0.52812], [-0.63788, -1.27463, 1.63538], [-1.15474, 1.76332, 2.94692]], "lowdin_charge": [-0.05, -0.10, -0.13, -0.09, 0.06, -0.02, -0.01, 0.09, 0.07, 0.10, 0.07, -0.02, 0.01]}


Record 7
{"formula": "C4H6N2O", "method": "the ωB97M-V functional and the def2-TZVPD basis", "relative_energy_ev": 4.887, "homo_lumo_gap_ev": 10.105, "lumo_ha": 0.0274, "smiles": "C=CN(C=O)N=C", "symbols": ["C", "C", "N", "C", "O", "N", "C", "H", "H", "H", "H", "H", "H"], "coordinates": [[-2.49915, 0.16899, -0.05181], [-1.51103, -0.64175, 0.05692], [-0.22212, -0.20080, -0.18464], [0.78973, -1.06343, -0.06596], [2.03108, -1.01903, 0.09060], [0.07488, 1.20910, 0.12126], [1.34192, 1.52397, -0.06516], [-3.44964, 0.00685, 0.32319], [-2.46577, 1.24658, -0.33034], [-1.50854, -1.71130, 0.53835], [-0.02000, -1.98056, -0.18418], [2.20511, 1.00030, -0.33173], [1.29212, 2.60559, 0.45955]], "lowdin_charge": [0.02, -0.22, -0.14, -0.30, -0.01, 0.06, 0.01, 0.03, 0.08, 0.15, 0.15, 0.04, 0.12]}


Record 8
{"formula": "C4H6N2O", "method": "the ωB97M-V functional and the def2-TZVPD basis", "relative_energy_ev": 2.825, "homo_lumo_gap_ev": 11.211, "lumo_ha": 0.0301, "smiles": "C/N=C(/C#N)OC", "symbols": ["C", "N", "C", "C", "N", "O", "C", "H", "H", "H", "H", "H", "H"], "coordinates": [[-1.91756, 1.03763, -0.74693], [-1.10677, 1.37182, 0.35796], [0.01413, 0.87287, 0.66712], [0.82063, 1.42525, 1.91028], [1.60647, 1.72920, 2.67999], [0.70260, -0.22688, 0.08785], [1.93284, -0.73563, 0.73068], [-1.57498, 0.19605, -1.33974], [-2.01220, 1.91203, -1.35118], [-2.89938, 0.73834, -0.46971], [2.54664, 0.16800, 0.93093], [2.40468, -1.18614, -0.15326], [1.79417, -1.21087, 1.65294]], "lowdin_charge": [-0.12, 0.04, -0.30, -0.12, 0.15, -0.11, -0.04, 0.08, 0.08, 0.07, 0.08, 0.10, 0.07]}